Entry from the OMol25 dataset: a molecular structure, C14H22FIN5O4Os (ωB97M-V/def2-TZVPD).

Results
Lowest unoccupied orbital energy = -3.96 eV
Net charge = +1
Total energy = -1609.5644 a.u.
HOMO energy = -11.3 eV
Frontier orbital gap = 7.34 eV

Each line ends with the Löwdin charge.
Geometry (Å):
Os: 0.1334 0.2365 -0.4237  1.19
N: 0.7418 -1.6594 -1.3379  -0.12
C: 2.2124 -1.7982 -1.3622  -0.14
C: 2.8280 -0.4323 -1.1808  -0.60
O: 4.0161 -0.2346 -1.0781  0.09
O: 1.9409 0.5513 -1.1804  -0.26
H: 0.3382 -2.3704 -0.7333  0.06
H: 0.3396 -1.8010 -2.2587  0.10
H: 2.5688 -2.2224 -2.3005  0.14
H: 2.5482 -2.4381 -0.5496  0.12
N: -0.2483 1.7487 -1.9137  -0.02
C: -1.1131 2.8351 -1.3708  -0.22
C: -0.5586 4.2555 -1.6363  -0.11
C: 0.0809 5.0358 -0.4747  -0.16
C: 1.1128 4.3420 0.4020  -0.15
N: 2.2396 3.8390 -0.3863  0.11
C: 3.0718 2.8711 0.0049  -0.45
N: 2.8567 2.1966 1.1281  0.23
N: 4.1559 2.5847 -0.7234  0.21
C: -1.3694 2.6134 0.1148  -0.57
O: -2.1271 3.3072 0.7275  0.16
O: -0.6286 1.6533 0.6843  -0.30
H: 0.6701 2.1044 -2.1709  0.09
H: -0.6770 1.3775 -2.7553  0.09
H: -2.0792 2.7480 -1.8658  0.16
H: -1.3890 4.8737 -1.9758  0.13
H: 0.1233 4.1884 -2.4896  0.11
H: -0.7093 5.3682 0.1987  0.12
H: 0.5195 5.9435 -0.8986  0.12
H: 0.6533 3.5015 0.9159  0.09
H: 1.4650 5.0430 1.1619  0.14
H: 2.5450 4.4094 -1.1598  0.16
H: 1.9925 2.2811 1.6381  0.10
H: 3.4068 1.3720 1.3148  0.12
H: 4.2731 3.0571 -1.6047  0.13
H: 4.4521 1.6102 -0.7253  0.09
F: -5.4250 -1.6771 -2.2174  0.08
C: -4.1951 -1.2849 -1.8605  -0.28
C: -3.9244 -1.0566 -0.5248  0.02
C: -2.6477 -0.6616 -0.1524  -0.10
C: -1.6535 -0.4708 -1.1183  -0.33
C: -1.9631 -0.7157 -2.4535  -0.14
C: -3.2338 -1.1295 -2.8372  0.00
H: -4.7030 -1.1980 0.2123  0.13
H: -2.4382 -0.4996 0.8979  0.09
H: -1.2132 -0.6016 -3.2334  0.10
H: -3.4787 -1.3291 -3.8714  0.13
I: 0.8147 -1.0633 1.8086  0.33

Cartesian forces, eV/Å:
Os 0.0 0.1 0.0
N 0.0 0.0 0.0
C 0.0 0.0 0.0
C 0.0 0.0 -0.1
O 0.0 0.0 0.0
O 0.0 0.0 0.0
H 0.0 0.0 0.0
H 0.0 0.0 0.0
H 0.0 0.0 0.0
H 0.0 0.0 0.0
N 0.0 0.0 0.0
C 0.0 0.0 0.0
C 0.0 0.0 0.0
C -0.1 0.1 0.0
C 0.0 0.0 0.0
N 0.0 0.0 0.0
C 0.1 0.0 -0.1
N 0.0 0.0 0.0
N 0.0 0.1 0.0
C 0.0 0.0 0.0
O 0.0 0.0 0.0
O 0.1 0.0 0.0
H 0.0 0.0 0.0
H 0.0 0.0 0.0
H 0.0 0.0 0.1
H 0.0 0.0 -0.1
H 0.0 0.0 0.0
H 0.0 0.0 0.0
H 0.0 0.0 0.0
H 0.0 0.1 0.0
H 0.0 0.0 0.0
H 0.0 0.0 0.0
H 0.0 0.0 0.0
H 0.0 0.0 0.0
H 0.0 0.0 0.0
H 0.1 -0.1 0.0
F 0.0 0.0 0.0
C 0.0 0.0 0.0
C 0.0 0.0 0.0
C 0.0 0.0 0.0
C 0.0 -0.1 0.0
C 0.0 0.0 0.0
C 0.0 0.0 0.0
H 0.0 0.0 0.0
H 0.0 0.0 0.0
H 0.0 0.0 0.0
H 0.0 0.0 0.0
I -0.1 0.0 0.0